(1)
The following is a DFT calculation (ωB97M-V/def2-TZVPD) of a structure of composition C51H31N5O5Re in a non-equilibrium geometry.

```
93
Properties=species:S:1:pos:R:3:forces:R:3:mulliken_spin:R:1
Re 0.020508 0.371945 -0.009310 0.3 0.7 -0.2 0.95
C -5.060692 -5.005055 -2.417210 -0.1 0.0 0.0 0.00
C -5.303092 -4.518355 -1.143310 -0.1 0.0 0.0 0.00
C -4.454092 -3.579755 -0.582410 0.1 0.1 0.0 0.00
C -3.348692 -3.129055 -1.290710 -0.1 -0.1 0.0 -0.01
C -3.096692 -3.629755 -2.564810 0.1 0.1 0.1 0.00
C -3.958192 -4.555455 -3.126110 0.0 -0.1 0.0 0.00
C -2.427592 -2.106155 -0.735210 0.4 0.5 0.2 0.02
C -1.205892 -2.535155 -0.220010 -0.5 0.1 -0.2 -0.03
C -0.778092 -3.894155 -0.187810 0.4 0.1 0.1 0.05
C 0.567808 -3.884855 0.004990 -0.4 -0.1 -0.1 -0.03
C 0.963708 -2.518355 0.134690 1.2 -0.1 0.3 0.07
C 2.291308 -2.061055 0.377090 -1.2 0.2 0.2 -0.06
C 3.428208 -2.680855 -0.262010 0.6 -0.5 -0.3 -0.02
C 3.238908 -3.566155 -1.336810 -0.1 0.0 0.2 -0.03
C 4.312708 -4.078455 -2.032510 0.2 -0.1 0.0 0.02
C 5.607108 -3.719255 -1.693210 -0.1 0.0 0.0 -0.04
C 5.814008 -2.814255 -0.664510 0.1 0.1 0.0 0.02
C 4.745308 -2.285055 0.026190 -0.2 0.0 0.1 -0.04
C 2.428708 -1.000955 1.317790 0.0 0.2 -0.1 0.04
N 1.547708 0.016045 1.426090 -0.8 -0.2 -0.6 -0.01
C 1.731408 0.598745 2.659790 0.0 0.1 0.2 0.03
C 0.963008 1.619145 3.197290 -0.2 0.0 -0.6 -0.02
C 1.166508 1.985045 4.619790 0.0 0.0 0.2 -0.01
C 0.293208 1.403445 5.535490 0.0 0.1 0.0 -0.01
C 0.430208 1.642745 6.889790 -0.1 0.0 0.1 0.00
C 1.434608 2.480745 7.345790 0.0 0.0 0.0 0.00
C 2.301708 3.066945 6.439090 0.1 0.1 0.1 0.00
C 2.176508 2.817245 5.081190 0.0 0.0 -0.1 -0.01
C -0.079992 2.253145 2.497690 0.5 0.2 0.7 0.04
C -0.546792 3.571545 2.788090 -0.1 -0.2 -0.1 -0.03
C -1.381392 3.932345 1.775190 0.1 -0.2 0.0 0.05
C -1.499592 2.800545 0.916190 -0.4 0.2 -0.1 -0.02
N -0.700992 1.786745 1.385690 0.5 -1.3 -1.2 -0.05
C -2.401092 2.681745 -0.142210 0.2 -0.7 0.1 0.01
C -2.744492 1.433745 -0.678110 -0.1 0.5 0.2 -0.06
C -4.010692 1.088145 -1.240210 0.1 -0.2 -0.1 0.03
C -4.039092 -0.269455 -1.333810 0.1 0.1 0.0 -0.03
C -2.777892 -0.756555 -0.873710 -0.2 -0.6 0.1 0.03
N -1.996892 0.303645 -0.523710 1.2 -0.2 0.6 0.08
C -3.026692 3.870745 -0.755010 -0.1 0.1 -0.1 0.02
C -4.297792 4.331445 -0.447710 0.1 0.0 0.1 0.00
C -4.847592 5.373345 -1.176510 -0.1 0.1 0.0 0.00
C -4.136192 5.952245 -2.214010 -0.1 0.1 0.0 0.00
C -2.857892 5.506345 -2.507710 0.0 0.1 0.0 0.00
C -2.301492 4.472245 -1.779710 -0.1 0.1 0.0 0.01
C 2.818908 -0.055555 3.314290 0.0 -0.1 -0.2 0.02
C 3.275508 -1.019155 2.470090 0.1 0.1 0.1 -0.01
N -0.140892 -1.722155 0.098090 -0.6 1.9 0.0 -0.04
H -5.730292 -5.734655 -2.851110 0.0 0.0 0.0 0.00
H -6.162092 -4.862455 -0.587010 -0.1 -0.1 0.1 0.00
H -4.633292 -3.199455 0.412390 -0.1 0.1 0.1 0.00
H -2.222892 -3.280355 -3.092310 0.1 0.1 -0.1 0.00
H -3.771492 -4.923255 -4.124210 0.1 -0.1 -0.1 0.00
H -1.420592 -4.741555 -0.321810 -0.1 -0.2 0.0 0.00
H 1.215608 -4.735255 0.095990 0.1 -0.1 0.0 0.00
H 2.246508 -3.808255 -1.679010 -0.1 0.0 -0.1 0.00
H 4.131008 -4.753955 -2.854310 0.0 0.0 -0.1 0.00
H 6.447908 -4.119855 -2.234310 0.1 -0.1 -0.1 0.00
H 6.816008 -2.499055 -0.408410 0.1 0.0 0.0 0.00
H 4.930808 -1.539555 0.782190 0.1 0.1 0.0 0.00
H -0.485892 0.750945 5.171190 -0.1 -0.1 0.0 0.00
H -0.249192 1.179345 7.590490 0.0 0.0 0.0 0.00
H 1.541708 2.668145 8.405390 0.0 0.0 0.0 0.00
H 3.079308 3.726345 6.796390 0.1 0.0 0.0 0.00
H 2.856108 3.272745 4.376390 0.1 0.0 -0.1 0.00
H -0.224692 4.161945 3.622690 0.0 0.1 0.2 0.00
H -1.885692 4.868245 1.634190 -0.1 0.2 0.0 0.00
H -4.795792 1.782345 -1.460010 -0.2 0.2 -0.1 0.01
H -4.836992 -0.902955 -1.668010 -0.2 0.0 -0.1 0.00
H -4.855992 3.874745 0.356290 -0.1 -0.1 0.1 0.00
H -5.838492 5.729345 -0.934910 -0.1 0.0 0.0 0.00
H -4.576292 6.751045 -2.794110 0.0 0.1 0.0 0.00
H -2.292192 5.958545 -3.308610 0.0 0.1 -0.1 0.00
H -1.306692 4.117345 -2.002310 0.1 -0.1 0.0 0.00
H 3.181008 0.190245 4.292290 0.0 0.0 0.2 0.00
H 4.038808 -1.743455 2.669790 0.2 -0.1 0.0 0.00
O 4.671808 -0.301355 -4.366610 0.1 0.0 -0.1 0.00
C 3.598508 -0.133855 -3.576910 -0.6 0.0 0.4 0.01
C 3.349308 1.043645 -2.870410 0.0 0.0 0.2 -0.01
C 2.263808 1.092445 -2.016510 0.2 0.3 -0.1 0.03
N 1.436908 0.058245 -1.840610 -0.4 1.0 1.4 0.00
C 1.576508 -1.000255 -2.633210 -0.8 -0.9 -0.4 0.00
C 2.642708 -1.149255 -3.497710 0.4 0.4 0.1 0.00
C 0.314008 -1.928855 -2.767010 1.2 1.2 0.1 0.00
O 0.525408 -3.104855 -3.017810 0.0 -1.3 -0.3 0.00
O -0.718692 -1.269055 -2.639310 -0.8 0.1 -0.4 0.00
C 1.836208 2.407245 -1.357210 1.4 -0.1 -1.1 -0.02
O 2.416908 3.434045 -1.654110 0.0 -0.1 0.2 0.02
O 0.825408 2.311045 -0.595810 -1.6 -1.4 0.9 0.00
H 5.238908 0.480645 -4.333610 -0.1 -0.1 0.0 0.00
H 3.966908 1.926345 -2.965410 0.0 0.1 0.0 0.00
H 2.722108 -2.028455 -4.115010 -0.1 -0.2 0.0 0.00
```
Positions in Å, forces in eV/Å.

The HOMO energy (spin up / spin down) is -7.192 / -7.239 eV. As for the frontier orbital gap (spin up / spin down): 5.4 / 5.3 eV. As for the energy above the lowest of the compared OMol25 structures with the same formula, charge and spin: 21.4 kcal per mole. The total energy comes out at -73209.586 eV. As for the multiplicity: 2. Its expectation value of S² is 0.9325.

(2)
The following is a DFT calculation (ωB97M-V/def2-TZVPD) of a cluster of 4 separate species, C51H33NO10 in total in a non-equilibrium geometry.

```
95
Properties=species:S:1:pos:R:3:forces:R:3:lowdin_charge:R:1
C 5.334678 1.991177 -0.679314 -0.2 -1.1 -0.5 -0.06
C 4.737239 0.973858 -1.712023 0.4 0.4 0.5 -0.17
C 5.084495 -0.416965 -1.196476 -1.2 1.4 -1.0 -0.15
C 6.309809 -0.910034 -1.523757 -0.2 -0.1 0.2 0.02
N 6.648089 -2.112211 -1.043193 1.1 0.5 -0.6 0.17
C 5.876532 -2.848135 -0.274474 0.6 -1.3 0.6 -0.09
C 6.454251 -4.197677 0.200123 0.4 -1.6 0.4 -0.66
O 7.686502 -4.311854 0.295404 -0.2 1.2 -0.6 0.01
O 5.578557 -5.050486 0.398256 -0.4 0.5 0.2 0.00
C 4.620334 -2.410846 0.054265 -1.1 0.8 0.3 0.11
C 4.203591 -1.174894 -0.406754 0.2 -0.1 -0.6 -0.01
C 2.820706 -0.726305 -0.018187 -1.1 -0.2 1.4 -0.41
O 2.392371 -0.977389 1.086947 1.0 0.2 -1.0 0.11
O 2.043609 -0.081528 -0.908928 1.1 0.2 -0.5 0.13
H 6.422916 1.946421 -0.803127 -0.2 0.4 0.2 0.08
H 5.110741 1.579452 0.312549 0.0 0.5 0.0 0.08
H 4.937784 2.997901 -0.810299 0.2 -0.1 0.1 0.08
H 3.661128 1.096925 -1.826065 0.2 0.0 0.1 0.10
H 5.186301 1.137783 -2.698636 -0.1 -0.1 0.2 0.12
H 7.000044 -0.358203 -2.151251 0.1 -0.3 0.1 0.16
H 7.575134 -2.482578 -1.257997 0.0 -0.3 0.4 0.19
H 3.945412 -2.980103 0.683200 0.4 -0.3 -0.1 0.15
H 1.401384 0.464064 -0.432670 -0.3 -0.4 0.2 0.14
C -0.348631 -1.619059 3.986061 -0.1 0.2 0.0 -0.04
C 0.456722 -0.896359 3.109130 -0.1 -0.2 0.3 -0.05
C 0.142655 0.416499 2.806772 0.1 -0.1 -0.1 -0.01
C -0.980579 1.012797 3.364942 -0.1 0.0 0.1 -0.08
C -1.801262 0.280870 4.226113 0.1 0.1 -0.1 -0.08
C -1.474637 -1.032700 4.542665 0.1 -0.2 0.0 0.00
C -3.034710 0.887013 4.796191 -0.2 -0.2 0.2 -0.28
O -3.747611 0.255126 5.547687 0.0 0.0 0.0 0.11
C -3.379743 2.284881 4.416745 0.1 0.1 -0.1 -0.08
C -4.555878 2.851756 4.891840 -0.1 0.1 0.0 0.00
C -4.881631 4.155885 4.555657 0.1 0.0 0.0 -0.05
C -4.028663 4.903946 3.750055 0.0 0.0 0.0 -0.05
C -2.857745 4.341506 3.270621 -0.1 0.2 0.0 -0.01
C -2.533512 3.029593 3.592729 0.0 -0.1 0.1 -0.08
C -1.291312 2.428932 3.040024 0.2 0.2 -0.2 -0.28
O -0.547883 3.081288 2.329849 -0.1 0.0 -0.1 0.08
H -0.098403 -2.643539 4.229931 0.0 0.0 0.0 0.11
H 1.326778 -1.353919 2.666318 -0.2 0.0 0.3 0.08
H 0.772248 0.979751 2.130621 0.0 0.1 0.1 0.11
H -2.102349 -1.596819 5.219412 -0.1 0.1 0.0 0.12
H -5.218766 2.272875 5.520836 0.1 -0.1 0.0 0.12
H -5.801138 4.593314 4.922663 0.0 0.0 0.0 0.11
H -4.280788 5.925201 3.493268 0.0 0.0 0.0 0.11
H -2.198383 4.924240 2.641883 0.1 -0.1 0.0 0.11
C 3.641960 -6.005148 -1.507649 -0.2 -0.1 -0.5 -0.05
C 3.516885 -6.557762 -2.779785 -0.1 0.0 0.1 -0.05
C 2.521753 -7.485649 -3.043229 0.2 0.1 -0.1 -0.01
C 1.652228 -7.874956 -2.032319 0.0 0.0 0.2 -0.09
C 1.792254 -7.337556 -0.748726 0.0 -0.1 -0.1 -0.08
C 2.782124 -6.395331 -0.495623 0.1 0.1 0.0 0.01
C 0.901591 -7.777181 0.358369 0.1 0.2 0.3 -0.28
O 1.015438 -7.309906 1.473247 0.0 0.0 0.0 0.10
C -0.131379 -8.811271 0.072381 0.0 -0.1 -0.1 -0.08
C -0.935860 -9.276445 1.105631 -0.1 -0.1 0.1 0.00
C -1.908915 -10.228237 0.850874 0.0 0.0 -0.1 -0.06
C -2.089352 -10.713999 -0.440535 0.0 0.0 0.0 -0.06
C -1.286981 -10.257748 -1.472759 -0.1 -0.1 0.0 0.00
C -0.299982 -9.312821 -1.219175 0.0 0.1 0.1 -0.08
C 0.578074 -8.857083 -2.331937 0.0 -0.1 -0.4 -0.28
O 0.420848 -9.284343 -3.458371 0.0 0.0 0.0 0.10
H 4.409584 -5.278732 -1.302097 0.0 -0.1 0.1 0.07
H 4.198253 -6.261536 -3.567749 0.0 0.0 0.0 0.10
H 2.423217 -7.910282 -4.033480 -0.1 -0.1 0.1 0.12
H 2.886162 -5.968885 0.492981 0.0 -0.1 0.0 0.12
H -0.798654 -8.897260 2.109429 0.1 0.1 -0.1 0.12
H -2.530952 -10.592830 1.658399 0.0 0.0 0.0 0.11
H -2.855133 -11.452949 -0.639319 0.0 0.0 0.0 0.11
H -1.424429 -10.638980 -2.475710 0.1 0.1 0.0 0.12
C -4.763985 10.650648 -3.752522 0.0 0.0 0.1 -0.06
C -5.089702 10.822494 -2.410721 0.0 0.0 -0.1 -0.06
C -4.721319 9.867154 -1.478388 -0.1 0.2 0.0 0.00
C -4.035268 8.729154 -1.884646 0.0 0.0 -0.1 -0.08
C -3.729040 8.545673 -3.234959 0.0 0.0 0.2 -0.08
C -4.086157 9.515262 -4.163968 -0.1 0.1 -0.1 0.00
C -3.037436 7.311038 -3.696726 0.1 0.0 -0.4 -0.28
O -2.767317 7.152915 -4.869443 0.0 0.0 0.0 0.11
C -2.692282 6.271539 -2.689741 0.0 0.0 0.1 -0.08
C -2.097471 5.086766 -3.106542 0.1 -0.2 0.0 0.00
C -1.759669 4.117191 -2.176407 0.0 0.1 0.1 -0.05
C -2.006240 4.330128 -0.823264 0.0 -0.1 -0.1 -0.04
C -2.603790 5.506816 -0.405214 0.1 -0.2 0.1 0.01
C -2.957041 6.476314 -1.334342 0.0 0.0 -0.1 -0.08
C -3.629818 7.719273 -0.870224 -0.1 0.1 0.4 -0.28
O -3.848155 7.903053 0.310387 0.0 0.0 0.0 0.10
H -5.045115 11.402871 -4.478333 0.0 0.0 0.0 0.11
H -5.630208 11.704925 -2.093246 0.0 0.0 0.0 0.11
H -4.970307 10.003891 -0.434654 0.1 -0.1 0.0 0.12
H -3.838013 9.379971 -5.208079 0.0 -0.1 0.0 0.12
H -1.902101 4.920940 -4.157559 0.0 0.1 0.0 0.12
H -1.300987 3.192911 -2.504344 0.0 0.0 0.0 0.10
H -1.735228 3.575673 -0.094704 0.0 0.0 0.0 0.10
H -2.798470 5.668835 0.645182 -0.1 0.1 -0.1 0.10
```
Positions in Å, forces in eV/Å.

The HOMO energy is -9.216 eV. As for the frontier orbital gap: 7.4 eV. The total energy comes out at -75389.008 eV. As for the multiplicity: 1.